Entry 1:
Molecular formula: C23H57AlF4N6O2P3
Method: DFT, wB97M-V/def2-TZVPD

Computed properties:
Energy relative to the best compared isomer or geometry (same formula, charge and spin), eV: 4.838
Kohn-Sham gap, eV: 4.177
Total energy, a.u.: -3055.26674
HOMO, Eh: -0.1262
Charge: -1

Atoms and positions in Å:
C1 3.58 2.39 -3.75
C2 3.03 3.65 -4.58
P1 1.56 3.32 -5.71
C3 1.91 1.95 -6.97
C4 3.45 1.76 -7.36
Al1 -0.32 2.56 -4.51
C5 -1.89 2.66 -5.84
C6 0.11 0.66 -3.86
C7 -0.97 -0.45 -4.27
C8 -0.75 -1.69 -3.28
F1 -1.88 -2.25 -2.61
C9 0.48 -2.26 -2.97
F2 0.56 -3.03 -1.78
F3 1.64 -2.17 -3.71
C10 -0.75 3.70 -2.87
C11 -2.29 3.49 -2.39
F4 -0.53 5.11 -3.13
H1 3.55 2.63 -2.63
H2 4.67 2.21 -4.02
H3 2.98 1.44 -3.88
H4 2.70 4.43 -3.81
H5 3.93 4.10 -5.13
H6 1.44 0.98 -6.55
H7 1.29 2.20 -7.90
H8 3.80 0.79 -6.87
H9 3.48 1.59 -8.50
H10 4.11 2.64 -7.12
H11 -1.52 2.60 -6.92
H12 -2.35 3.71 -5.74
H13 -2.66 1.83 -5.71
H14 1.10 0.31 -4.30
H15 0.27 0.73 -2.73
H16 -0.70 -0.82 -5.31
H17 -2.03 -0.06 -4.18
H18 -0.12 3.32 -2.01
H19 -3.00 4.24 -2.85
H20 -2.26 3.56 -1.25
H21 -2.63 2.43 -2.68
O1 0.65 -3.13 3.46
P2 0.24 -4.49 2.89
N1 -0.98 -3.81 1.88
C12 -2.36 -4.22 1.73
C13 -0.52 -2.97 0.78
N2 -0.46 -5.04 4.37
C14 -1.82 -5.50 4.55
C15 -0.02 -4.39 5.60
N3 -0.10 -6.11 2.23
C16 0.75 -7.14 2.88
C17 0.17 -6.26 0.78
H22 -2.47 -5.27 1.46
H23 -2.88 -3.64 0.96
H24 -2.93 -4.03 2.65
H25 -0.14 -3.56 -0.05
H26 0.29 -2.30 1.11
H27 -1.30 -2.32 0.40
H28 -2.52 -4.67 4.69
H29 -1.90 -6.14 5.44
H30 -2.17 -6.12 3.72
H31 -0.51 -3.41 5.73
H32 1.06 -4.24 5.61
H33 -0.25 -5.00 6.48
H34 1.81 -6.95 2.71
H35 0.51 -8.14 2.49
H36 0.59 -7.19 3.95
H37 1.17 -5.91 0.51
H38 -0.56 -5.73 0.17
H39 0.08 -7.31 0.48
O2 1.10 3.30 1.24
P3 0.09 2.63 2.18
N4 -0.58 4.16 2.60
C18 -0.84 4.70 3.92
C19 -1.30 4.87 1.55
N5 1.28 2.20 3.35
C20 1.29 2.59 4.75
C21 2.66 2.07 2.90
N6 -1.12 1.84 3.22
C22 -0.91 0.37 3.25
C23 -2.52 2.02 2.79
H40 -1.48 4.05 4.53
H41 -1.34 5.67 3.88
H42 0.09 4.88 4.47
H43 -2.30 4.46 1.40
H44 -0.77 4.81 0.60
H45 -1.40 5.94 1.77
H46 1.72 3.59 4.88
H47 1.89 1.89 5.34
H48 0.30 2.57 5.20
H49 3.14 3.05 2.78
H50 2.71 1.54 1.94
H51 3.26 1.48 3.60
H52 -1.02 -0.07 2.25
H53 -1.64 -0.11 3.92
H54 0.07 0.09 3.62
H55 -2.66 1.77 1.74
H56 -2.87 3.03 2.96
H57 -3.19 1.38 3.39

Entry 2:
Molecular formula: CH4ClN2P
Method: DFT, wB97M-V/def2-TZVPD

Computed properties:
Energy relative to the best compared isomer or geometry (same formula, charge and spin), eV: 1.279
Kohn-Sham gap (alpha / beta), eV: 6.993 / 8.046
Total energy, a.u.: -951.44952
HOMO (alpha / beta), Eh: -0.2707 / -0.2807

Atoms and positions in Å:
C1 1.54 0.35 -0.30
N1 0.36 -0.37 -0.04
N2 -0.02 -1.44 0.19
P1 -2.78 -0.59 -0.02
Cl1 -1.76 1.10 -0.06
H1 1.34 1.40 -0.11
H2 1.78 0.23 -1.36
H3 2.39 0.00 0.30
H4 -2.85 -0.68 1.38

Entry 3:
Molecular formula: C3H14NO2
Method: DFT, wB97M-V/def2-TZVPD

Computed properties:
Energy relative to the best compared isomer or geometry (same formula, charge and spin), eV: 1.853
Kohn-Sham gap, eV: 12.324
Total energy, a.u.: -327.65448
HOMO, Eh: -0.5741
Charge: +1

Atoms and positions in Å:
C1 -0.17 0.96 -2.23
C2 -0.47 0.89 -0.72
C3 -1.90 0.97 -0.17
N1 0.39 -0.25 -0.04
H1 -0.95 0.28 -2.83
H2 -0.06 1.87 -2.76
H3 0.85 0.52 -2.53
H4 0.05 1.76 -0.32
H5 -2.38 0.07 -0.50
H6 -2.50 1.82 -0.60
H7 -1.86 0.92 0.93
H8 1.45 -0.03 -0.06
H9 0.11 -0.32 1.06
H10 0.33 -1.08 -0.60
H11 1.27 -2.86 1.47
H12 1.53 -3.15 0.11
O1 0.98 -2.54 0.64
H13 1.79 0.23 2.65
H14 0.66 0.16 3.64
O2 0.88 -0.18 2.87

Entry 4:
Molecular formula: C28H24NO3S4Sn
Method: DFT, wB97M-V/def2-TZVPD

Computed properties:
Energy relative to the best compared isomer or geometry (same formula, charge and spin), eV: 0.000
Kohn-Sham gap, eV: 7.782
Total energy, a.u.: -3168.80683
HOMO, Eh: -0.3932
Charge: +1

Atoms and positions in Å:
Sn1 -0.29 -0.02 0.20
S1 -2.20 -1.46 0.76
C1 -1.35 -2.59 1.82
C2 -1.96 -3.00 3.01
C3 -1.33 -3.89 3.86
C4 -0.07 -4.41 3.54
C5 0.54 -4.02 2.36
C6 -0.09 -3.12 1.51
S2 0.65 -2.60 0.00
C7 2.35 -2.23 0.52
C8 2.89 -1.18 -0.42
C9 4.14 -1.34 -1.00
C10 4.63 -0.33 -1.81
C11 3.87 0.81 -1.99
C12 2.63 0.89 -1.37
C13 1.82 2.16 -1.49
S3 0.93 2.51 0.05
C14 2.22 2.20 1.23
C15 3.42 2.90 1.14
C16 4.45 2.63 2.03
C17 4.28 1.66 3.00
C18 3.09 0.96 3.09
C19 2.04 1.22 2.21
S4 0.54 0.33 2.46
N1 2.14 -0.10 -0.63
H1 -2.92 -2.59 3.27
H2 -1.81 -4.19 4.77
H3 0.41 -5.11 4.20
H4 1.51 -4.43 2.09
H5 2.97 -3.12 0.50
H6 2.29 -1.83 1.54
H7 4.71 -2.24 -0.81
H8 5.60 -0.43 -2.29
H9 4.23 1.63 -2.59
H10 1.04 2.07 -2.25
H11 2.46 2.99 -1.75
H12 3.54 3.67 0.39
H13 5.38 3.19 1.96
H14 5.08 1.44 3.70
H15 2.96 0.20 3.85
C20 -6.35 3.12 -0.21
O1 -6.20 2.24 -1.33
C21 -5.02 1.67 -1.54
C22 -4.96 0.82 -2.67
C23 -3.79 0.20 -2.97
C24 -2.62 0.37 -2.18
C25 -1.41 -0.23 -2.59
C26 -1.29 -0.96 -3.90
O2 -0.33 -0.23 -1.90
C27 -2.70 1.21 -1.03
O3 -1.69 1.43 -0.23
C28 -3.91 1.87 -0.74
H16 -7.38 3.46 -0.24
H17 -5.67 3.97 -0.30
H18 -6.17 2.58 0.72
H19 -5.85 0.68 -3.26
H20 -3.76 -0.45 -3.83
H21 -1.79 -0.44 -4.71
H22 -1.74 -1.95 -3.79
H23 -0.23 -1.09 -4.13
H24 -3.93 2.50 0.14

Entry 5:
Molecular formula: C14H30N3O6
Method: DFT, wB97M-V/def2-TZVPD

Computed properties:
Kohn-Sham gap, eV: 5.305
Total energy, a.u.: -1167.16212
HOMO, Eh: -0.1196
Charge: -1

Atoms and positions in Å:
N1 0.41 -2.15 -1.34
N2 -0.39 -1.94 -0.18
C1 -1.74 -1.57 -0.49
N3 -1.84 -0.23 -0.99
C2 -2.47 -2.61 -1.36
O1 -2.10 -3.79 -1.28
O2 -3.38 -2.19 -2.05
H1 0.44 -1.35 -1.95
H2 0.16 -3.00 -1.83
H3 -0.41 -2.79 0.34
H4 -2.28 -1.59 0.45
H5 -2.73 -0.10 -1.43
H6 -1.10 0.01 -1.62
C3 -0.35 -0.87 4.41
C4 0.62 -1.77 3.68
O3 0.32 -2.35 2.67
C5 2.00 -1.92 4.29
H7 -1.29 -0.85 3.87
H8 -0.52 -1.23 5.42
H9 0.05 0.15 4.45
H10 1.92 -2.33 5.30
H11 2.49 -0.95 4.33
H12 2.59 -2.60 3.67
C6 2.59 2.33 -2.32
C7 1.58 1.58 -3.16
O4 0.83 0.78 -2.67
C8 1.56 1.86 -4.65
H13 2.49 2.02 -1.29
H14 3.60 2.11 -2.67
H15 2.41 3.40 -2.40
H16 2.53 1.61 -5.08
H17 1.34 2.92 -4.83
H18 0.79 1.26 -5.13
C9 -1.85 -2.13 -5.97
C10 -1.82 -0.63 -5.86
O5 -0.79 0.00 -6.02
C11 -3.13 0.04 -5.56
H19 -0.85 -2.50 -6.19
H20 -2.20 -2.56 -5.03
H21 -2.53 -2.43 -6.77
H22 -3.52 -0.34 -4.61
H23 -3.85 -0.19 -6.35
H24 -2.98 1.12 -5.51
C12 1.15 2.14 7.50
C13 0.88 2.51 6.06
O6 0.00 1.99 5.43
C14 1.77 3.57 5.45
H25 0.44 1.38 7.82
H26 2.16 1.75 7.61
H27 1.03 3.01 8.15
H28 2.81 3.24 5.47
H29 1.68 4.50 6.01
H30 1.47 3.74 4.42

Entry 6:
Molecular formula: H12IO6
Method: DFT, wB97M-V/def2-TZVPD

Computed properties:
Energy relative to the best compared isomer or geometry (same formula, charge and spin), eV: 1.449
Kohn-Sham gap, eV: 8.576
Total energy, a.u.: -756.41666
HOMO, Eh: -0.2030
Charge: -1

Atoms and positions in Å:
I1 -0.45 0.22 -0.19
O1 1.72 1.12 2.48
H1 1.31 0.79 1.66
H2 1.05 1.81 2.81
O2 -1.91 -1.09 3.05
H3 -1.46 -1.00 2.08
H4 -2.81 -1.00 3.05
O3 2.56 -1.63 1.03
H5 3.13 -1.28 1.69
H6 2.08 -0.81 0.57
O4 -3.88 -1.17 -1.24
H7 -2.87 -0.88 -1.08
H8 -4.34 -0.94 -0.47
O5 -0.35 0.59 -3.64
H9 -1.26 0.56 -3.93
H10 -0.29 0.41 -2.63
O6 2.59 1.79 -1.86
H11 3.34 1.10 -1.94
H12 1.83 1.41 -1.43